# 1
C2H15NO5 | wB97M-V/def2-TZVPD

Geometry as XYZ:
```
23
Properties=species:S:1:pos:R:3:nbo_charge:R:1
C 0.57 1.70 -0.15 -0.43
N -0.42 1.05 0.85 -0.69
C 0.23 0.13 1.79 0.08
O 0.83 -0.96 1.13 -0.77
H 0.88 0.94 -0.85 0.19
H 1.39 2.18 0.45 0.19
H 0.04 2.39 -0.79 0.21
H -1.03 0.54 0.08 0.39
H 1.15 0.57 2.35 0.17
H -0.43 -0.26 2.61 0.17
H 0.24 -1.69 1.14 0.48
O -3.26 1.50 -0.14 -0.98
H -2.58 1.99 0.41 0.49
H -3.26 0.59 -0.02 0.47
O -2.59 -1.11 -0.24 -1.01
H -2.42 -1.54 -1.15 0.52
H -3.21 -1.40 0.39 0.50
O 2.54 -2.10 -0.66 -0.99
H 3.31 -2.55 -0.20 0.49
H 2.05 -1.45 -0.24 0.48
O 2.18 0.38 -2.10 -0.93
H 2.46 -0.34 -2.58 0.47
H 1.99 0.01 -1.21 0.46
```

Output
- HOMO-LUMO gap (eV) = 9.3354
- highest occupied orbital energy (eV) = -9.2
- molar mass (g/mol) = 133.14
- largest force on an atom (eV/A) = 5.320
- ΔE to the lowest compared entry with this formula, charge and spin (kcal/mol) = 64.97

***

# 2
C5H11NO | wB97M-V/def2-TZVPD

Geometry as XYZ:
```
18
Properties=species:S:1:pos:R:3:nbo_charge:R:1
C -1.21 -1.61 0.50 -0.73
N 1.32 -1.34 -0.81 -0.64
C 0.73 -0.24 -0.34 0.27
C -0.56 -0.31 0.25 0.01
C 1.48 1.63 1.06 -0.22
C 1.64 0.88 -0.04 -0.28
H -0.76 -2.13 1.35 0.28
H -2.13 -1.41 1.05 0.26
H -1.38 -2.25 -0.38 0.25
H 2.32 -1.47 -0.94 0.44
H 0.75 -2.10 -1.15 0.42
H -0.98 0.51 0.87 0.24
H 0.99 1.20 1.91 0.20
H 1.98 2.52 1.39 0.24
H 2.52 0.90 -0.67 0.24
H -2.59 1.48 -2.00 0.47
H -2.07 1.65 -0.60 0.45
O -2.06 2.09 -1.46 -0.91
```

Output
- HOMO-LUMO gap (spin up / spin down) (eV) = 9.4496 / 7.7313
- highest occupied orbital energy (spin up / spin down) (eV) = -14.1 / -14.6
- molar mass (g/mol) = 101.15
- total charge = +1
- multiplicity = 2
- largest force on an atom (eV/A) = 2.707
- <S²> = 0.758
- ΔE to the lowest compared entry with this formula, charge and spin (kcal/mol) = 41.86